{
  "formula": "C41H116BFN2O17",
  "method": "ωB97M-V/def2-TZVPD",
  "total_energy_ha": -3144.90219,
  "orbital_gap_ev": 9.07,
  "largest_force_ev_per_a": 0.6,
  "lumo_ha": 0.0195,
  "symbols": ["C", "C", "B", "O", "C", "C", "C", "N", "O", "C", "C", "N", "F", "C", "C", "C", "C", "H", "H", "H", "H", "H", "H", "H", "H", "H", "H", "H", "H", "H", "H", "H", "H", "H", "H", "H", "H", "H", "H", "H", "H", "H", "H", "C", "C", "O", "H", "H", "H", "H", "H", "H", "C", "C", "O", "H", "H", "H", "H", "H", "H", "C", "C", "O", "H", "H", "H", "H", "H", "H", "C", "C", "O", "H", "H", "H", "H", "H", "H", "C", "C", "O", "H", "H", "H", "H", "H", "H", "C", "C", "O", "H", "H", "H", "H", "H", "H", "C", "C", "O", "H", "H", "H", "H", "H", "H", "C", "C", "O", "H", "H", "H", "H", "H", "H", "C", "C", "O", "H", "H", "H", "H", "H", "H", "C", "C", "O", "H", "H", "H", "H", "H", "H", "C", "C", "O", "H", "H", "H", "H", "H", "H", "C", "C", "O", "H", "H", "H", "H", "H", "H", "C", "C", "O", "H", "H", "H", "H", "H", "H", "C", "C", "O", "H", "H", "H", "H", "H", "H", "C", "C", "O", "H", "H", "H", "H", "H", "H"],
  "positions_angstrom": [[4.6272, -2.0254, 0.3857], [4.1288, -0.7868, -0.4046], [5.2751, 0.2770, -0.5832], [6.2745, 0.0533, -1.4945], [5.2972, 1.6353, 0.2713], [4.5377, 2.6655, -0.5839], [5.2028, 3.0688, -1.9091], [4.2018, 3.1693, -2.9915], [4.6202, 1.3563, 1.5267], [3.3141, 1.8159, 1.7556], [2.6764, 0.9824, 2.8913], [2.0283, 1.8351, 3.8741], [3.6255, 0.2420, 3.5577], [6.7452, 2.0815, 0.6404], [6.8820, 3.6014, 0.8147], [7.2370, 1.3827, 1.9177], [7.2889, -0.1478, 1.8293], [4.5255, -1.8490, 1.4556], [5.6522, -2.2862, 0.1269], [3.9874, -2.8723, 0.1304], [3.2655, -0.3710, 0.1190], [3.7511, -1.1201, -1.3788], [6.0544, -0.6737, -2.0915], [4.3081, 3.5673, -0.0048], [3.5677, 2.2285, -0.8396], [5.7062, 4.0327, -1.7906], [5.9762, 2.3621, -2.2060], [4.1666, 4.1054, -3.3712], [3.2970, 2.8987, -2.6297], [3.3094, 2.8621, 2.0799], [2.6720, 1.6916, 0.8797], [1.9709, 0.2621, 2.4587], [1.0430, 1.9277, 3.6562], [2.0963, 1.3877, 4.7815], [7.4109, 1.7519, -0.1607], [5.9975, 4.0274, 1.2861], [7.0580, 4.0989, -0.1403], [7.7458, 3.8333, 1.4403], [8.2477, 1.7590, 2.1059], [6.6341, 1.7013, 2.7679], [6.3876, -0.6004, 2.2400], [7.4086, -0.4782, 0.7954], [8.1473, -0.5325, 2.3818], [8.0518, -5.2436, 1.7589], [7.1380, -4.6906, 0.6821], [7.6802, -3.5248, 0.0669], [8.2387, -4.4865, 2.5210], [7.6071, -6.1182, 2.2358], [9.0150, -5.5405, 1.3365], [6.1846, -4.3837, 1.1102], [6.9343, -5.4536, -0.0773], [8.5221, -3.7637, -0.3342], [2.0164, -0.0152, -4.7665], [1.5169, -0.0835, -3.3349], [1.8495, 1.0869, -2.6028], [3.0962, 0.1381, -4.7841], [1.7850, -0.9346, -5.3036], [1.5529, 0.8223, -5.2954], [1.9839, -0.9164, -2.8096], [0.4322, -0.2436, -3.3140], [1.4313, 1.8467, -3.0413], [-0.5973, -2.5632, 2.6340], [0.8946, -2.7113, 2.4140], [1.2222, -2.8938, 1.0353], [-1.1326, -3.4310, 2.2522], [-0.8326, -2.4552, 3.6920], [-0.9761, -1.6818, 2.1083], [1.2760, -3.5948, 2.9251], [1.4335, -1.8423, 2.8076], [0.9031, -2.1251, 0.5498], [0.4850, 5.6460, -2.3886], [0.4854, 4.1476, -2.1955], [0.4793, 3.4456, -3.4483], [-0.3813, 5.9715, -2.9612], [0.4870, 6.1523, -1.4219], [1.3794, 5.9580, -2.9306], [-0.4026, 3.8074, -1.6651], [1.3623, 3.8439, -1.6109], [1.2372, 3.7567, -3.9595], [0.2926, -5.5977, -2.4007], [-0.6326, -4.5489, -1.8117], [-0.7563, -4.6797, -0.4018], [-0.0713, -6.5993, -2.1667], [0.3642, -5.4912, -3.4837], [1.2972, -5.4995, -1.9829], [-1.6381, -4.6546, -2.2198], [-0.2731, -3.5462, -2.0675], [0.1184, -4.5413, -0.0145], [1.1263, 9.1216, -6.2617], [1.2831, 7.8614, -5.4328], [0.0547, 7.1558, -5.2814], [0.3853, 9.7822, -5.8108], [2.0731, 9.6579, -6.3376], [0.7907, 8.8811, -7.2734], [1.6081, 8.1068, -4.4221], [2.0408, 7.2054, -5.8761], [-0.2583, 6.9074, -6.1574], [0.2854, -3.3975, -7.3076], [-0.2664, -3.7639, -5.9442], [0.0957, -2.8146, -4.9427], [1.3723, -3.3080, -7.2719], [0.0206, -4.1486, -8.0498], [-0.1188, -2.4398, -7.6433], [0.1433, -4.7169, -5.6097], [-1.3542, -3.8641, -5.9962], [-0.2674, -1.9618, -5.2050], [4.6977, 6.9001, 0.9707], [3.4186, 6.6896, 0.1864], [3.6709, 6.4403, -1.1955], [5.2589, 7.7387, 0.5597], [4.4824, 7.1125, 2.0191], [5.3307, 6.0132, 0.9236], [2.8010, 7.5870, 0.2194], [2.8349, 5.8630, 0.6107], [4.1982, 5.6350, -1.2537], [-2.3788, -5.7906, 5.5974], [-2.7789, -4.3300, 5.6984], [-3.0733, -3.7738, 4.4144], [-1.5172, -5.9095, 4.9388], [-2.1277, -6.1950, 6.5793], [-3.1974, -6.3863, 5.1853], [-1.9545, -3.7376, 6.0964], [-3.6402, -4.2072, 6.3583], [-3.8126, -4.2668, 4.0451], [-6.7162, -1.5774, 8.6442], [-5.6314, -1.9709, 7.6641], [-5.4061, -3.3823, 7.6427], [-6.4670, -1.9151, 9.6515], [-6.8579, -0.4981, 8.6503], [-7.6686, -2.0332, 8.3640], [-4.6765, -1.5260, 7.9414], [-5.8880, -1.6181, 6.6604], [-6.2327, -3.8082, 7.3929], [2.8450, 10.5884, 3.2737], [4.3458, 10.5689, 3.0540], [4.6892, 10.3334, 1.6928], [2.4010, 9.6474, 2.9470], [2.6066, 10.7396, 4.3274], [2.3803, 11.3952, 2.7019], [4.8032, 9.7557, 3.6167], [4.7950, 11.5065, 3.3987], [4.3151, 11.0434, 1.1612], [-8.1548, -0.9543, 4.0265], [-8.7164, -1.0938, 5.4265], [-8.2551, -0.0721, 6.3089], [-7.0638, -0.9641, 4.0519], [-8.4936, -1.7724, 3.3910], [-8.4682, -0.0058, 3.5811], [-8.3923, -2.0345, 5.8733], [-9.8115, -1.0995, 5.4021], [-8.5307, 0.7770, 5.9486], [-10.2105, -5.4151, 1.3599], [-9.7212, -3.9928, 1.5438], [-8.6595, -3.9108, 2.4952], [-10.5503, -5.8265, 2.3113], [-11.0307, -5.4475, 0.6430], [-9.4063, -6.0537, 0.9865], [-10.5206, -3.3605, 1.9303], [-9.3974, -3.5771, 0.5848], [-7.9300, -4.4487, 2.1705], [-3.4874, -6.6602, -6.8770], [-3.6900, -5.7291, -8.0572], [-2.5226, -4.9627, -8.3439], [-3.2002, -6.0946, -5.9899], [-4.4004, -7.2148, -6.6565], [-2.6945, -7.3827, -7.0854], [-4.4725, -5.0026, -7.8416], [-3.9948, -6.2949, -8.9439], [-1.8147, -5.5792, -8.5583], [-12.8260, -1.7703, -0.6188], [-11.7589, -2.2690, -1.5742], [-11.5807, -3.6804, -1.4955], [-12.5769, -2.0453, 0.4068], [-12.9236, -0.6854, -0.6752], [-13.7969, -2.2107, -0.8580], [-10.7906, -1.8365, -1.3245], [-11.9993, -1.9781, -2.6021], [-12.4153, -4.1006, -1.7277]],
  "forces_ev_per_a": [[-0.4690, 0.0392, -0.3787], [-0.0839, -0.0730, 0.0820], [-0.1273, -0.1132, 0.1613], [-0.2278, 0.1483, -0.1991], [0.4776, -0.2794, -0.2496], [-0.1045, -0.0128, -0.0747], [-0.1254, 0.1540, -0.1581], [0.2983, 0.1271, 0.1282], [-0.1696, 0.1599, -0.0531], [0.1714, -0.1170, 0.2684], [-0.1323, 0.0203, -0.1306], [-0.0020, 0.0241, -0.0618], [0.0956, 0.0341, 0.0973], [-0.2431, 0.1584, 0.3855], [0.2238, -0.2126, -0.1109], [0.2932, -0.0821, -0.1122], [0.0084, 0.2081, 0.0517], [0.2328, -0.0180, 0.0293], [0.0482, 0.0341, 0.1459], [0.0418, -0.0706, 0.1614], [-0.0288, 0.0315, -0.0619], [0.1323, 0.0542, -0.0594], [0.1752, -0.0243, 0.2113], [0.0436, -0.0556, 0.0786], [0.0296, -0.0457, -0.0367], [0.0399, -0.0434, -0.0042], [-0.0052, -0.1179, 0.1063], [-0.1489, -0.0113, 0.0337], [-0.0213, 0.0293, -0.2479], [-0.0455, 0.0286, -0.0810], [-0.0475, 0.1477, -0.0318], [0.0993, -0.0818, 0.0004], [0.0041, 0.0385, 0.0582], [-0.0399, -0.0350, -0.0375], [-0.0646, 0.0763, -0.1289], [0.0272, 0.0200, 0.1094], [-0.1687, 0.0799, 0.0345], [-0.0423, 0.0118, 0.0550], [-0.0016, -0.0035, -0.0608], [-0.0439, -0.0261, -0.0078], [-0.0288, -0.0258, -0.0794], [0.0172, -0.0571, 0.0374], [-0.0683, -0.0658, 0.0602], [0.0194, 0.0604, 0.0111], [0.1103, -0.0111, -0.0238], [0.0049, -0.0555, -0.0200], [-0.0210, -0.0063, 0.0067], [-0.0008, -0.0074, -0.0061], [-0.0141, -0.0349, -0.0038], [-0.0098, 0.0187, -0.0214], [-0.0426, -0.0144, 0.0264], [-0.0112, 0.0393, 0.0145], [0.0557, 0.0702, -0.0142], [0.0381, 0.0921, -0.0796], [0.0478, 0.0252, 0.1423], [-0.0027, 0.0102, 0.0211], [0.0158, -0.0387, 0.0021], [-0.0155, -0.0126, 0.0059], [-0.0398, -0.0302, 0.0071], [0.0014, -0.0435, 0.0126], [-0.2696, -0.1456, 0.0955], [0.0628, -0.0050, -0.1088], [-0.0781, 0.0654, -0.0305], [0.0778, -0.0513, -0.0415], [-0.0074, -0.0102, 0.0222], [-0.0133, 0.0011, 0.0127], [0.0020, 0.0191, 0.0345], [0.0211, -0.0036, -0.0063], [0.0407, -0.0588, 0.0448], [-0.0097, -0.0450, -0.0189], [-0.0718, 0.0140, -0.0248], [0.1320, 0.0355, -0.0049], [0.2345, -0.1031, -0.0013], [-0.0237, -0.0240, -0.0036], [0.0424, -0.0033, -0.0005], [0.0353, 0.0369, 0.0703], [-0.0201, -0.0164, -0.0315], [-0.0420, -0.0248, 0.0494], [-0.1440, 0.1674, -0.0622], [-0.0181, -0.0472, 0.0282], [0.1612, 0.0395, 0.1105], [-0.0309, -0.1624, -0.0736], [-0.0102, 0.0041, -0.0137], [0.0093, 0.0170, 0.0039], [0.0093, 0.0250, -0.0249], [-0.0199, 0.0167, 0.0183], [-0.0326, -0.0062, -0.0874], [-0.0917, 0.2250, 0.0934], [-0.0666, -0.0014, 0.0169], [-0.0375, -0.0220, -0.0521], [0.0213, 0.0252, -0.0649], [0.0169, 0.0055, 0.0115], [0.0079, -0.0069, -0.0043], [0.0347, 0.0006, -0.0111], [0.0038, -0.0214, 0.0119], [0.0326, 0.0191, 0.0247], [-0.0099, 0.0063, 0.0321], [0.1344, 0.0915, 0.0505], [-0.0591, 0.0793, -0.0293], [-0.0168, -0.0533, -0.0425], [-0.0063, -0.0276, 0.0218], [-0.0206, -0.0001, -0.0273], [-0.0445, -0.0268, -0.0261], [-0.0010, -0.0009, 0.0110], [-0.0001, -0.0554, -0.0110], [-0.0056, -0.0163, 0.0532], [0.0322, 0.0661, -0.0762], [0.0520, -0.0672, -0.0043], [-0.0033, -0.0583, -0.0217], [-0.0349, 0.0368, 0.0423], [-0.0063, -0.0084, 0.0037], [-0.0132, -0.0379, 0.0264], [-0.0196, -0.0046, -0.0283], [-0.0192, 0.0339, 0.0347], [-0.0112, 0.0162, -0.0115], [0.0466, 0.0262, -0.0550], [-0.1087, -0.1176, -0.1189], [0.0201, -0.0038, 0.0471], [0.0077, 0.0073, 0.0180], [-0.0153, -0.0005, 0.0064], [-0.0121, -0.0107, 0.0390], [-0.0140, 0.0355, -0.0115], [0.0978, 0.0249, 0.0743], [0.0120, 0.0359, -0.0019], [0.0273, -0.1104, 0.1221], [-0.0873, -0.0354, -0.0628], [-0.0716, 0.0061, 0.0238], [0.0449, 0.0151, -0.0158], [-0.0236, 0.0092, -0.0243], [-0.0270, 0.0544, -0.0227], [0.0169, -0.0149, -0.0068], [0.0370, 0.0526, 0.0047], [0.0145, 0.0091, 0.0358], [-0.0031, -0.0365, -0.0559], [-0.0406, 0.0406, -0.0525], [-0.0246, -0.0039, -0.0038], [0.0064, -0.0063, 0.0200], [0.0036, 0.0088, 0.0030], [0.0011, 0.0204, 0.0285], [0.0225, 0.0000, -0.0022], [0.0086, -0.0175, 0.0412], [0.0193, -0.0237, 0.0029], [0.0327, 0.0873, 0.0284], [0.0196, 0.0716, -0.0268], [-0.0364, 0.0097, -0.0350], [-0.0043, -0.0218, 0.0071], [0.0257, 0.0243, 0.0135], [-0.0279, -0.0195, -0.0134], [-0.0142, -0.0069, 0.0146], [-0.0021, -0.0487, 0.0047], [0.0302, -0.0200, 0.0057], [-0.0174, -0.0191, 0.0726], [0.0963, -0.1211, -0.0747], [-0.0533, -0.0264, -0.0153], [-0.0148, 0.0124, -0.0041], [0.0189, 0.0169, -0.0231], [-0.0108, 0.0091, -0.0413], [0.0255, 0.0278, 0.0270], [-0.0640, 0.0224, -0.0152], [-0.0106, 0.0213, 0.0177], [0.0504, 0.0446, 0.0163], [0.0553, -0.0331, 0.0118], [-0.0326, -0.0609, 0.0145], [-0.0216, 0.0025, 0.0006], [-0.0024, -0.0073, -0.0075], [-0.0253, -0.0238, -0.0102], [-0.0017, 0.0138, -0.0154], [-0.0408, 0.0088, 0.0067], [-0.0092, 0.0338, -0.0118], [0.0135, -0.0580, 0.0363], [-0.0683, -0.0358, 0.0021], [-0.0048, 0.0047, 0.0378], [0.0118, 0.0186, -0.0017], [-0.0028, 0.0030, -0.0096], [-0.0080, 0.0292, -0.0189], [0.0156, -0.0072, -0.0139], [0.0269, 0.0362, 0.0026], [0.0311, 0.0001, -0.0046]],
  "lowdin_charge": [-0.09, -0.11, -0.45, 0.16, -0.30, -0.12, -0.23, 0.03, -0.10, -0.15, -0.39, 0.07, 0.01, -0.28, -0.05, -0.21, -0.07, 0.07, 0.04, 0.07, 0.09, 0.09, 0.12, 0.11, 0.09, 0.10, 0.10, 0.06, 0.01, 0.12, 0.12, 0.12, 0.08, 0.08, 0.14, 0.07, 0.07, 0.08, 0.11, 0.12, 0.07, 0.07, 0.07, -0.09, -0.32, -0.09, 0.08, 0.07, 0.07, 0.10, 0.11, 0.08, -0.07, -0.31, -0.11, 0.08, 0.05, 0.08, 0.10, 0.11, 0.03, -0.08, -0.30, -0.09, 0.07, 0.07, 0.08, 0.12, 0.09, 0.09, -0.08, -0.29, -0.10, 0.07, 0.08, 0.06, 0.12, 0.10, 0.09, -0.08, -0.32, -0.10, 0.07, 0.05, 0.08, 0.11, 0.10, 0.05, -0.09, -0.33, -0.09, 0.08, 0.07, 0.07, 0.11, 0.11, 0.08, -0.08, -0.32, -0.10, 0.08, 0.06, 0.08, 0.10, 0.10, 0.07, -0.07, -0.31, -0.09, 0.08, 0.08, 0.04, 0.11, 0.10, 0.05, -0.09, -0.31, -0.09, 0.07, 0.07, 0.07, 0.11, 0.08, 0.08, -0.10, -0.31, -0.10, 0.08, 0.07, 0.07, 0.11, 0.10, 0.08, -0.09, -0.32, -0.09, 0.07, 0.07, 0.07, 0.11, 0.11, 0.08, -0.08, -0.32, -0.09, 0.08, 0.05, 0.07, 0.10, 0.11, 0.08, -0.09, -0.32, -0.10, 0.08, 0.06, 0.07, 0.11, 0.11, 0.08, -0.09, -0.32, -0.09, 0.07, 0.07, 0.07, 0.11, 0.11, 0.08, -0.09, -0.32, -0.09, 0.07, 0.07, 0.07, 0.11, 0.11, 0.08]
}